# 1
A molecular structure, C7H7ClIrN4O4S in a non-equilibrium geometry, computed with the ωB97M-V functional and the def2-TZVPD basis.

Last column: Löwdin spin population.
Positions of all 25 atoms, in Å:
Ir 1.18718 0.30057 -0.04699  0.520
N 1.82470 0.68966 -4.24099  -0.010
C 1.36960 0.60376 -3.01506  0.004
S 2.26907 1.33446 -1.68263  0.106
N 0.16693 0.05776 -2.79962  0.080
N -0.15561 0.01236 -1.51431  0.003
C -1.37878 -0.27980 -1.15777  0.048
C -1.64510 -0.12353 0.24498  0.008
C -2.88603 -0.28178 0.83016  0.019
C -3.04038 0.06293 2.17231  0.018
C -1.96278 0.57451 2.87576  0.014
C -0.72882 0.69871 2.24550  0.018
N -0.57378 0.33598 0.97106  0.005
H 2.72461 1.09599 -4.45401  0.000
H 1.25866 0.35561 -5.01217  0.000
H -2.12344 -0.54445 -1.89882  0.001
H -3.71968 -0.64349 0.24321  0.000
H -4.00068 -0.05968 2.65561  0.000
H -2.05169 0.85342 3.91659  0.000
H 0.15222 1.04662 2.76918  0.000
O 3.96001 -1.77527 1.79298  0.014
Cl 2.70941 -1.29328 1.44219  0.001
O 2.69563 0.25583 1.36534  0.008
O 1.62699 -1.65613 2.27896  0.000
O 2.32173 -1.62074 0.01854  0.145

Properties
charge	+2
<S²>	0.84
energy relative to the best compared isomer or geometry (same formula, charge and spin)	0.00	kJ/mol
2S+1	2
DFT total energy	-47692.1665	eV
highest occupied orbital energy (alpha / beta)	-16.6834 / -16.4828	eV

# 2
2 unconnected molecules or ions with the total composition C4H13N2O in a non-equilibrium geometry, computed with the ωB97M-V functional and the def2-TZVPD basis.

Last column: Löwdin spin population.
Positions of all 20 atoms, in Å:
C -1.49005 -0.03725 2.56312  0.025
C -1.69978 -0.27240 1.05070  0.065
C -0.74366 0.45511 0.11101  0.380
C 0.61534 -0.00945 0.06525  0.203
N 1.44385 0.79636 -0.84466  0.033
N -1.20592 1.60333 -0.52751  0.146
H -1.47172 0.92174 3.06544  0.001
H -2.18191 -0.60929 3.07788  0.005
H -0.57615 -0.60268 2.73796  0.005
H -1.61363 -1.43257 0.90487  0.025
H -2.68703 -0.07716 0.61815  0.007
H 0.77457 -1.01789 0.26845  0.036
H 1.63657 1.69816 -0.32227  0.012
H 0.81613 0.89846 -1.58136  0.004
H 2.24951 0.39143 -1.28532  0.001
H -0.62850 2.38068 -1.08477  0.007
H -2.27494 1.70241 -0.50561  0.016
H 2.21723 -2.69557 -2.59246  0.002
H 2.32638 -2.56856 -1.16275  0.005
O 2.45712 -2.07537 -1.90919  0.021

Properties
charge	0
<S²>	0.75
energy relative to the best compared isomer or geometry (same formula, charge and spin)	379.57	kJ/mol
2S+1	2
DFT total energy	-9380.7559	eV
highest occupied orbital energy (alpha / beta)	-2.6600 / -6.5638	eV

# 3
A single C17H18FN3OS molecule in a non-equilibrium geometry, computed with the ωB97M-V functional and the def2-TZVPD basis.

Last column: natural (NBO) charge in e.
Positions of all 41 atoms, in Å:
O -3.06096 4.43298 -3.43484  -0.651
F -1.01994 -6.52526 3.21776  -0.326
N 0.36223 -0.87143 0.49408  -0.449
S 0.61389 0.05008 2.87065  0.419
C -2.12613 3.81948 -2.94115  0.766
C 0.35969 -1.26091 1.76155  0.044
C 0.86365 1.14342 1.55179  -0.471
C 0.66214 0.47327 0.35396  0.166
C -1.26446 -4.65998 1.72741  -0.288
C -0.96230 -3.31828 1.43867  -0.138
C 0.31508 -4.59011 3.56582  -0.274
C -0.66417 -5.26381 2.83524  0.406
C 0.02737 -2.63971 2.17689  -0.120
C 0.68519 -3.26422 3.26960  0.033
N -0.81560 4.10508 -3.02894  -0.639
N -2.29216 2.47488 -2.81553  -0.640
C 1.80399 -2.62898 4.06426  -0.637
C 1.28421 2.42596 -1.12515  -0.405
C 1.31886 2.86689 -2.56822  -0.396
C -0.86655 1.17812 -1.42957  -0.388
C 0.62329 1.07780 -1.00990  -0.255
C -0.05104 2.88675 -3.27794  -0.044
C -1.01957 1.79631 -2.85164  -0.057
H 1.07389 2.18839 1.69521  0.246
H -1.97752 -5.24498 1.15352  0.232
H -1.45538 -2.84366 0.59242  0.235
H 0.78349 -5.15960 4.37140  0.225
H -0.60715 4.99000 -3.51998  0.413
H -3.13141 2.06359 -3.23762  0.417
H 2.24242 -3.33885 4.80157  0.222
H 2.59495 -2.26374 3.41333  0.231
H 1.40037 -1.82328 4.62969  0.223
H 2.30844 2.40239 -0.74646  0.221
H 0.69648 3.15379 -0.51032  0.205
H 1.95520 2.18555 -3.14545  0.203
H 1.81085 3.82782 -2.65302  0.217
H -1.36980 1.80748 -0.70466  0.213
H -1.32621 0.16500 -1.37640  0.227
H 1.11545 0.36496 -1.68087  0.214
H 0.14450 2.83582 -4.36832  0.192
H -1.03527 0.98103 -3.55885  0.206

Properties
charge	0
structure (SMILES)	Cc1cc(F)ccc1-c1nc([C@@H]2CC[C@@H]3NC(=O)N[C@@H]3C2)cs1
energy relative to the best compared isomer or geometry (same formula, charge and spin)	12.72	kJ/mol
DFT total energy	-37992.3856	eV
highest occupied orbital energy	-8.5211	eV

# 4
A molecular structure, C51H37N7OReSe in a non-equilibrium geometry, computed with the ωB97M-V functional and the def2-TZVPD basis.

Last column: Löwdin spin population.
Positions of all 98 atoms, in Å:
Re -0.05313 -0.04194 -0.15718  2.399
C 3.42772 6.75190 -1.31940  0.000
C 4.01944 5.77720 -0.54439  0.000
C 3.39955 4.53071 -0.42247  -0.001
C 2.19316 4.25815 -1.06319  -0.001
C 1.60311 5.26926 -1.83096  -0.001
C 2.22311 6.49490 -1.99124  0.000
C 1.52288 2.95013 -0.81236  -0.006
C 0.31887 2.99946 -0.05117  0.040
C -0.32056 4.18830 0.39457  0.013
C -1.50939 3.83201 0.94298  0.044
C -1.61242 2.41044 0.89521  0.004
C -2.67264 1.66099 1.43220  0.025
C -3.82833 2.37871 2.05025  0.003
C -4.59689 3.25809 1.29228  0.002
C -5.65008 3.95267 1.88427  0.000
C -5.90061 3.78389 3.24710  0.002
C -5.11894 2.91172 4.00374  0.000
C -4.08484 2.19871 3.40815  0.002
C -2.70865 0.26210 1.45653  0.005
N -1.69519 -0.59450 0.97784  0.026
C -2.03812 -1.87145 1.32508  0.020
C -1.26842 -3.06385 1.06081  0.005
C -1.76851 -4.34646 1.65990  0.001
C -1.72469 -4.53061 3.03909  0.000
C -2.08728 -5.75212 3.60468  0.000
C -2.56695 -6.77810 2.77337  0.000
C -2.64949 -6.57998 1.40821  0.000
C -2.23717 -5.37672 0.83215  0.000
C -0.11145 -3.09951 0.31203  0.012
C 0.64754 -4.29582 -0.03468  0.031
C 1.67904 -3.94086 -0.79843  0.007
C 1.65378 -2.49233 -0.95416  0.044
N 0.53030 -2.00912 -0.30378  0.033
C 2.62125 -1.72477 -1.57118  -0.022
C 2.62441 -0.32721 -1.63531  0.046
C 3.66378 0.47160 -2.28717  0.014
C 3.35406 1.75945 -2.09504  0.033
C 2.11680 1.83078 -1.33353  0.024
N 1.68875 0.50489 -1.12738  0.021
C 3.83449 -2.47750 -2.06914  -0.003
C 4.76171 -2.92624 -1.13553  -0.001
C 5.89746 -3.62916 -1.54104  0.000
C 6.07924 -3.85574 -2.90882  0.000
C 5.14783 -3.42790 -3.84536  0.000
C 4.03341 -2.71912 -3.42176  -0.001
C -3.31571 -1.85980 1.95582  0.009
C -3.73282 -0.56340 2.02633  0.028
N -0.48065 1.93522 0.27503  0.029
H 3.89595 7.72178 -1.42171  0.000
H 4.93733 5.98073 -0.03112  0.000
H 3.85560 3.74706 0.18634  0.000
H 0.70424 5.04621 -2.35725  0.000
H 1.80087 7.25007 -2.61867  0.000
H 0.05374 5.19283 0.23189  0.000
H -2.26048 4.46445 1.40074  0.002
H -4.40769 3.42041 0.24252  0.000
H -6.25783 4.61908 1.29226  0.000
H -6.71448 4.30762 3.71234  0.000
H -5.30167 2.83156 5.06784  0.000
H -3.47988 1.54439 4.00554  0.000
H -1.39451 -3.74064 3.69212  0.000
H -2.01027 -5.90454 4.66691  0.000
H -2.85147 -7.73765 3.19506  0.000
H -3.02146 -7.37167 0.78604  0.000
H -2.26301 -5.24203 -0.24430  0.000
H 0.32083 -5.27854 0.27290  0.002
H 2.42868 -4.59225 -1.19937  0.000
H 4.50802 0.06455 -2.78077  0.000
H 3.87126 2.63289 -2.41255  0.002
H 4.58609 -2.73090 -0.09846  0.000
H 6.62584 -3.97409 -0.82567  0.000
H 6.94136 -4.39806 -3.23066  0.000
H 5.29362 -3.67997 -4.88559  0.000
H 3.30935 -2.37470 -4.11428  0.000
H -3.81441 -2.74136 2.32145  0.000
H -4.62488 -0.18107 2.47980  0.002
C 1.92001 0.36112 3.68045  0.000
C 1.01488 0.92271 2.63452  0.005
O 1.06121 -0.07541 1.60308  0.029
H 1.99482 0.97649 4.57067  0.000
H 2.91923 0.24873 3.23714  0.000
H 1.51924 -0.61176 4.00120  0.000
H 1.38205 1.86149 2.20195  0.001
H -0.01388 1.05624 2.97149  0.001
H 1.32135 -0.92979 1.95715  0.003
Se -0.83765 2.87331 -4.26382  -0.006
N -1.87112 1.63977 -5.01735  0.017
C -1.95707 0.63401 -4.14847  0.001
C -2.68126 -0.56135 -4.35382  0.030
C -2.64197 -1.51566 -3.37329  -0.002
C -1.87121 -1.29490 -2.22420  0.029
N -1.18028 -0.17759 -1.95172  -0.003
C -1.22368 0.81904 -2.91090  0.008
N -0.59557 1.95838 -2.77606  -0.006
H -3.26677 -0.69055 -5.24708  0.001
H -3.21509 -2.41923 -3.48255  -0.001
H -1.81677 -2.03829 -1.44470  0.002

Properties
charge	+2
<S²>	3.80
energy relative to the best compared isomer or geometry (same formula, charge and spin)	0.00	kJ/mol
2S+1	4
DFT total energy	-133430.3939	eV
highest occupied orbital energy (alpha / beta)	-12.2939 / -12.4141	eV